ORCA calculation (ωB97M-V/def2-TZVPD) on a molecular structure, C31H62P2ReSi2 at a distorted geometry.

The geometry in XYZ format:
```
98
Properties=species:S:1:pos:R:3:forces:R:3
Re 1.090 -1.079 0.583 -8.185 1.685 -3.159
C 3.154 -0.723 0.273 1.843 0.005 0.571
C 2.783 -0.228 1.574 1.790 0.166 0.960
C 2.368 -2.506 1.541 1.440 -0.936 0.437
C 2.926 -2.136 0.275 1.600 -1.038 0.258
C 2.249 -1.323 2.338 1.386 0.077 0.708
C 3.895 0.039 -0.785 -0.007 0.151 -0.264
H 3.906 1.110 -0.562 0.042 -0.219 -0.057
H 3.456 -0.096 -1.779 0.125 0.045 0.190
H 4.939 -0.307 -0.842 -0.339 0.087 0.123
C 3.419 -3.133 -0.728 -0.262 -0.242 -0.499
H 3.950 -2.649 -1.553 -0.159 -0.080 0.152
H 2.594 -3.724 -1.146 0.157 0.137 0.020
H 4.109 -3.857 -0.274 -0.134 0.322 0.132
C 2.241 -3.910 2.036 -0.415 -0.336 -0.146
H 3.224 -4.384 2.188 -0.140 0.416 -0.084
H 1.707 -4.536 1.313 0.131 0.147 0.209
H 1.708 -3.950 2.988 0.041 -0.019 -0.129
C 1.876 -1.298 3.784 -0.237 0.002 0.315
H 2.663 -1.773 4.390 -0.170 0.146 -0.239
H 0.946 -1.849 3.974 0.198 0.096 -0.006
H 1.749 -0.273 4.144 0.096 -0.234 -0.031
C 3.123 1.106 2.147 -0.064 0.405 0.067
H 4.015 1.009 2.786 -0.234 -0.044 -0.202
H 2.315 1.496 2.778 0.239 -0.037 -0.129
H 3.348 1.840 1.368 -0.013 -0.195 0.290
C -1.727 4.901 -1.999 0.485 0.034 -0.093
C -0.606 5.542 -1.639 -0.495 -0.065 -0.629
C -0.568 6.775 -0.786 0.132 0.296 0.447
C -1.562 6.810 0.407 0.197 0.507 -0.098
C -1.753 5.514 1.140 -0.181 -0.402 0.233
C -2.687 4.588 0.881 0.210 0.537 0.502
C -3.633 4.585 -0.280 -0.223 0.076 -0.277
C -3.121 5.270 -1.575 -0.603 -0.008 -0.128
H -0.769 7.667 -1.406 0.154 -0.327 0.115
H -2.521 7.221 0.065 0.279 -0.200 0.294
H 0.449 6.915 -0.392 -0.199 -0.081 -0.143
H -3.244 6.356 -1.476 0.136 -0.368 -0.186
H -1.683 4.086 -2.733 0.203 0.196 0.303
H 0.351 5.267 -2.095 -0.303 -0.097 0.064
H -3.800 4.958 -2.385 0.146 0.213 0.265
H -3.903 3.543 -0.516 0.057 0.183 0.091
H -2.865 3.794 1.616 0.306 0.129 -0.180
H -4.580 5.071 0.013 0.233 -0.193 -0.097
H -1.159 7.533 1.135 -0.235 -0.159 -0.279
H -1.079 5.382 1.996 -0.403 -0.090 -0.125
P 0.420 1.341 -0.558 -0.227 0.606 -0.365
P -0.943 -0.030 1.849 -0.590 0.236 0.136
C -1.291 1.923 -0.114 0.116 -0.161 -0.018
C -2.081 0.950 0.744 0.125 -0.660 0.141
H -1.833 2.137 -1.047 0.260 -0.035 0.261
H -1.177 2.884 0.405 0.055 -0.244 -0.221
H -2.797 1.488 1.390 0.238 -0.319 -0.186
H -2.653 0.241 0.124 0.184 0.127 0.219
C -2.083 -1.159 2.707 0.088 -0.007 0.223
H -1.521 -1.828 3.368 -0.195 0.126 -0.123
H -2.638 -1.766 1.983 0.179 0.171 0.109
H -2.793 -0.576 3.308 0.143 -0.087 -0.149
C -0.516 1.233 3.108 0.075 -0.064 0.194
H -1.428 1.758 3.437 0.258 -0.245 -0.158
H 0.193 1.978 2.728 -0.215 -0.195 0.005
H -0.068 0.740 3.979 -0.140 0.177 -0.179
C 0.372 1.501 -2.376 0.286 -0.161 -0.216
H 1.374 1.353 -2.799 -0.254 0.033 0.069
H 0.012 2.503 -2.653 0.111 -0.263 0.240
H -0.302 0.745 -2.801 0.165 0.209 0.139
C 1.371 2.843 -0.051 0.431 -0.188 0.015
H 1.448 2.905 1.043 -0.065 -0.019 -0.361
H 0.888 3.770 -0.412 -0.042 -0.604 -0.003
H 2.387 2.795 -0.472 -0.302 0.069 0.162
C -1.664 -2.063 -3.184 0.110 0.197 0.085
Si -0.038 -2.671 -2.437 -0.788 -0.383 -0.613
C 0.112 -4.387 -3.253 0.193 -0.135 0.377
C 1.418 -1.711 -3.116 0.209 0.227 -0.165
C -0.218 -2.510 -0.514 0.671 0.433 0.383
Si -0.838 -4.244 0.048 -0.712 -0.496 -0.223
C 0.225 -5.774 -0.265 0.326 0.035 -0.012
C -1.280 -4.308 1.872 -0.103 0.101 0.129
C -2.467 -4.631 -0.866 0.064 0.246 0.114
H -1.682 -2.311 -4.258 0.013 0.152 0.317
H -1.775 -0.974 -3.083 -0.157 -0.170 -0.052
H -2.535 -2.551 -2.720 0.293 0.192 -0.131
H 0.130 -4.202 -4.341 0.022 0.098 0.342
H 1.036 -4.924 -3.005 -0.147 0.099 -0.137
H -0.728 -5.070 -3.066 0.319 0.253 -0.018
H 1.089 -0.775 -3.582 0.125 -0.228 0.017
H 2.161 -1.465 -2.353 -0.102 -0.045 -0.181
H 1.913 -2.314 -3.892 -0.070 0.210 0.204
H -1.130 -1.880 -0.343 0.154 -0.331 -0.280
H 0.701 -6.117 0.663 -0.085 -0.012 -0.251
H -0.467 -6.573 -0.578 0.218 0.273 0.076
H 0.994 -5.691 -1.041 -0.159 -0.050 0.231
H -0.562 -3.785 2.514 -0.091 -0.125 -0.012
H -1.303 -5.368 2.172 -0.028 0.326 -0.017
H -2.277 -3.884 2.050 0.248 -0.210 0.020
H -3.179 -3.794 -0.818 0.082 -0.207 0.015
H -2.345 -4.907 -1.923 -0.054 0.107 0.421
H -2.930 -5.490 -0.350 0.139 0.251 -0.142
```
Forces are in eV/Å.

**Multiplicity**: 4
**Energy above the lowest of the compared OMol25 structures with the same formula, charge and spin**: 0.0 kcal/mol
**Molar mass**: 739.164 g mol⁻¹
**Expectation value of S²**: 3.77
**Net charge**: +2

Löwdin population analysis, charges in e, atoms 1 to 4:
1. Re 1.35
2. C -0.35
3. C -0.33
4. C -0.32